Record 1
20
Properties=species:S:1:pos:R:3:forces:R:3:lowdin_spin:R:1 method="wB97M-V/def2-TZVPD" total_charge=-2 homo_ev="4.48 / -0.25" largest_force_ev_per_a=1.17 spin_multiplicity=2 s_squared=0.751
C -2.600 -0.777 -0.870 0.034 0.209 0.053 0.02
N -2.482 0.471 -1.623 -0.555 0.136 0.528 0.00
C -1.454 1.341 -0.973 1.122 0.224 0.226 0.01
O -0.234 0.799 -0.879 -0.395 0.114 -0.189 0.01
H -1.629 -1.260 -0.720 -0.032 -0.141 -0.076 0.00
H -3.319 -1.446 -1.355 0.094 -0.096 -0.022 0.00
H -2.988 -0.543 0.126 -0.045 0.008 -0.019 0.00
H -2.067 0.247 -2.514 0.200 -0.134 -0.293 0.00
H -1.848 1.640 0.037 -0.443 -0.181 -0.152 0.00
H -1.473 2.292 -1.571 -0.120 -0.062 -0.092 0.00
C 2.694 -0.509 0.165 -0.040 -0.531 0.390 0.23
C 2.225 -0.235 1.590 -0.224 0.047 -0.052 0.31
N 0.753 -0.255 1.681 0.016 -0.048 -0.504 0.01
H 2.620 0.356 -0.488 -0.293 0.065 -0.064 0.02
H 3.729 -0.877 0.132 0.098 0.113 0.125 0.13
H 2.056 -1.318 -0.201 0.040 0.093 -0.329 0.02
H 2.602 -1.059 2.214 0.160 0.170 0.081 0.11
H 2.641 0.723 1.934 0.066 -0.106 0.089 0.09
H 0.457 0.268 2.498 -0.001 0.082 -0.106 0.03
H 0.315 0.141 0.819 0.320 0.037 0.405 0.00


Record 2
17
Properties=species:S:1:pos:R:3:forces:R:3:lowdin_charge:R:1 method="wB97M-V/def2-TZVPD" total_charge=0 homo_ev=-8.84 largest_force_ev_per_a=0.27 smiles=CCN1C[C@H]1C spin_multiplicity=1
C -1.929 0.897 0.302 0.014 0.170 0.095 -0.09
C -1.470 -0.367 -0.433 -0.205 -0.115 -0.025 -0.24
N -0.034 -0.663 -0.542 -0.089 0.046 -0.043 -0.09
C 0.613 -1.303 0.586 0.095 -0.192 0.157 -0.12
C 0.975 0.077 0.185 0.107 0.220 0.064 -0.36
C 2.234 0.421 -0.569 0.068 -0.034 -0.020 -0.06
H -2.947 0.761 0.677 0.064 -0.031 -0.104 0.07
H -1.315 1.167 1.165 -0.061 -0.178 -0.058 0.06
H -1.950 1.765 -0.363 0.132 -0.081 0.052 0.07
H -1.930 -1.249 0.026 -0.010 0.102 -0.039 0.11
H -1.857 -0.317 -1.456 0.026 -0.046 0.116 0.10
H 0.039 -1.432 1.507 0.065 0.085 -0.168 0.11
H 1.267 -2.140 0.342 -0.057 0.128 0.032 0.10
H 0.639 0.851 0.873 -0.015 -0.058 -0.116 0.12
H 2.992 0.848 0.096 -0.091 -0.039 -0.039 0.07
H 2.012 1.150 -1.354 0.054 -0.035 0.083 0.07
H 2.662 -0.466 -1.043 -0.097 0.056 0.012 0.08


Record 3
124
Properties=species:S:1:pos:R:3:forces:R:3:lowdin_spin:R:1 method="wB97M-V/def2-TZVPD" total_charge=+1 homo_ev="-9.57 / -9.87" largest_force_ev_per_a=4.89 spin_multiplicity=2 s_squared=0.767
Ta -1.198 -1.396 -0.338 -2.195 2.660 2.383 0.00
C -2.307 1.756 3.548 0.109 -0.175 0.107 0.02
C -1.263 2.359 2.871 -0.070 0.012 0.046 0.26
C -1.840 2.865 1.568 0.008 -0.003 0.004 0.17
C -3.175 2.592 1.610 -0.063 -0.012 -0.081 0.06
C -3.498 1.880 2.813 0.087 0.007 -0.070 0.30
C -4.866 1.433 3.235 -0.166 0.091 0.071 0.04
C -4.783 0.184 4.119 0.069 0.093 -0.088 0.01
C -5.505 2.586 4.036 0.017 -0.128 -0.037 0.03
C -5.746 1.127 2.015 0.138 0.056 0.097 0.01
C -1.176 3.527 0.371 0.032 -0.114 -0.184 0.02
C -0.137 2.607 -0.313 0.059 -0.078 0.081 0.01
C -0.512 4.859 0.758 0.033 -0.094 -0.186 0.01
C -2.218 3.872 -0.707 0.025 -0.023 0.145 0.00
C 0.054 2.658 3.571 0.101 0.087 0.097 0.03
C 1.314 2.493 2.711 -0.157 -0.002 0.054 0.01
C -0.047 4.100 4.112 0.075 -0.048 -0.031 0.02
C 0.258 1.734 4.783 -0.104 0.114 -0.111 0.00
H -2.243 1.298 4.521 0.035 0.011 0.003 0.00
H -3.907 2.866 0.869 0.049 -0.083 -0.125 0.00
H -4.249 0.389 5.047 0.029 -0.040 -0.011 0.00
H -4.266 -0.616 3.583 -0.023 -0.044 0.072 0.00
H -5.785 -0.159 4.380 -0.009 -0.010 -0.004 0.00
H -4.918 2.805 4.928 -0.013 0.021 0.016 0.00
H -6.516 2.307 4.341 -0.013 0.027 0.018 0.00
H -5.562 3.490 3.429 -0.014 0.020 0.015 0.00
H -5.241 0.423 1.353 -0.045 -0.048 -0.078 0.00
H -5.973 2.036 1.456 0.015 -0.023 -0.050 0.00
H -6.692 0.691 2.338 -0.011 0.002 -0.006 0.00
H 0.733 2.447 0.317 0.021 -0.086 -0.087 0.00
H 0.197 3.084 -1.237 0.082 0.011 -0.027 0.00
H -0.524 1.611 -0.600 -0.172 0.396 0.215 0.00
H 0.334 4.733 1.427 -0.042 0.051 -0.056 0.00
H -1.244 5.508 1.241 0.022 0.029 0.017 0.00
H -0.155 5.361 -0.143 0.039 0.040 0.002 0.00
H -2.723 2.978 -1.076 -0.046 0.000 0.015 0.00
H -1.717 4.352 -1.548 0.007 -0.004 -0.020 0.00
H -2.965 4.568 -0.325 -0.059 -0.031 -0.019 0.00
H 1.398 3.252 1.938 0.046 -0.075 -0.022 0.00
H 1.334 1.499 2.254 0.061 0.037 -0.052 0.00
H 2.196 2.585 3.346 -0.002 0.003 0.032 0.00
H -0.251 4.820 3.322 0.027 0.002 0.093 0.00
H 0.886 4.380 4.608 0.009 0.018 0.005 0.00
H -0.858 4.166 4.838 0.004 0.006 0.016 0.00
H 0.267 0.693 4.466 -0.027 -0.171 0.047 0.00
H -0.513 1.880 5.539 -0.013 -0.068 0.003 0.00
H 1.218 1.958 5.250 0.009 0.017 -0.002 0.00
O -2.315 -4.800 -1.755 0.006 0.048 -0.036 0.00
Cl -1.682 -3.570 -1.427 -0.575 -4.260 -2.330 0.00
O -1.113 -3.647 -0.038 -0.214 0.829 0.328 0.00
O -2.730 -2.502 -1.245 -0.823 0.189 0.492 0.00
O 0.526 -1.799 -0.779 1.842 -0.086 -0.465 0.00
C -0.562 2.316 -4.712 -0.070 -0.127 -0.111 0.00
C -1.081 1.116 -5.504 0.028 0.234 0.238 0.00
C -1.897 0.145 -4.628 0.103 -0.098 -0.407 0.00
C -2.362 -1.058 -5.495 -0.129 -0.038 0.129 0.00
C -3.353 -1.988 -4.800 0.064 0.083 -0.142 0.00
C -3.145 0.848 -4.137 0.079 0.042 0.052 0.00
O -3.900 1.453 -4.845 0.018 -0.051 -0.008 0.00
N -3.434 0.718 -2.769 -0.140 -0.034 0.217 0.00
C -2.594 0.161 -1.874 -0.245 0.902 -0.759 0.00
O -2.888 0.035 -0.659 0.409 -0.349 0.517 0.00
N -1.379 -0.281 -2.212 0.150 0.139 -0.129 0.00
C -0.982 -0.396 -3.537 0.225 -0.069 0.082 0.00
O 0.065 -0.937 -3.803 -0.078 0.076 -0.115 0.00
H 0.007 2.976 -5.365 0.022 0.042 0.052 0.00
H 0.093 1.998 -3.897 0.029 0.044 0.006 0.00
H -1.389 2.893 -4.293 0.027 0.049 0.027 0.00
H -0.247 0.564 -5.934 -0.061 -0.072 -0.019 0.00
H -1.729 1.459 -6.310 -0.004 -0.065 -0.024 0.00
H -1.467 -1.609 -5.787 0.041 0.084 -0.025 0.00
H -2.823 -0.650 -6.395 0.065 0.024 -0.024 0.00
H -3.004 -2.300 -3.816 0.029 -0.045 0.063 0.00
H -3.500 -2.887 -5.397 -0.051 -0.009 0.021 0.00
H -4.324 -1.507 -4.679 -0.025 -0.038 0.044 0.00
H -4.317 1.093 -2.444 0.007 -0.019 0.038 0.00
C -1.360 -2.755 3.455 -0.152 0.219 -0.175 0.00
C -0.587 -2.030 2.393 1.287 -0.356 0.652 0.00
O 0.654 -2.192 2.312 -0.788 0.077 0.596 0.00
N -1.201 -1.276 1.489 -0.742 0.486 -1.153 0.00
Te 1.763 -2.886 0.226 2.409 -0.283 -0.356 0.00
C 3.098 -3.617 -1.361 0.084 -0.183 -0.051 0.00
C 2.710 -3.974 -2.657 -0.243 0.118 0.226 0.00
C 1.286 -3.888 -3.109 0.171 -0.013 -0.126 0.00
C 3.655 -4.465 -3.548 0.054 0.015 0.079 0.00
C 4.976 -4.663 -3.180 -0.033 0.007 -0.062 0.00
C 5.976 -5.212 -4.155 -0.016 -0.012 0.071 0.00
C 5.325 -4.405 -1.860 0.002 0.001 -0.020 0.00
C 4.412 -3.909 -0.945 -0.210 0.251 0.282 0.00
C 4.840 -3.746 0.493 0.009 0.080 -0.351 0.00
C 2.990 -1.218 0.739 -0.124 0.207 0.009 0.00
C 3.485 -1.121 2.048 -0.147 -0.171 -0.061 0.00
C 3.428 -2.235 3.061 0.052 0.170 -0.101 0.00
C 4.120 0.054 2.427 0.027 -0.015 -0.033 0.00
C 4.278 1.121 1.557 0.016 0.031 0.015 0.00
C 4.938 2.394 2.001 0.005 -0.041 -0.044 0.00
C 3.819 0.980 0.254 -0.011 -0.112 0.090 0.00
C 3.181 -0.173 -0.187 -0.017 -0.167 -0.086 0.00
C 2.753 -0.208 -1.633 -0.069 0.018 0.170 0.00
H -1.128 -3.817 3.383 -0.012 0.004 -0.002 0.00
H -2.426 -2.586 3.333 -0.009 -0.035 0.100 0.00
H -1.035 -2.411 4.437 0.004 0.041 -0.006 0.00
H 0.637 -3.919 -2.242 -0.184 -0.037 0.030 0.00
H 1.041 -4.734 -3.752 -0.033 0.011 0.029 0.00
H 1.097 -2.969 -3.656 -0.134 0.124 0.014 0.00
H 3.333 -4.725 -4.550 0.009 0.009 -0.014 0.00
H 5.619 -5.111 -5.178 0.034 -0.009 -0.017 0.00
H 6.147 -6.272 -3.958 0.024 -0.002 -0.029 0.00
H 6.934 -4.701 -4.064 0.009 -0.001 -0.020 0.00
H 6.334 -4.618 -1.525 0.001 -0.003 0.022 0.00
H 5.605 -4.478 0.747 -0.064 -0.057 0.051 0.00
H 3.988 -3.901 1.158 0.215 -0.097 0.223 0.00
H 5.247 -2.751 0.679 -0.039 -0.002 0.056 0.00
H 2.773 -3.039 2.744 -0.030 -0.124 0.197 0.00
H 3.062 -1.858 4.014 -0.070 -0.055 -0.008 0.00
H 4.428 -2.642 3.224 0.002 -0.004 -0.020 0.00
H 4.505 0.130 3.438 -0.010 0.003 0.017 0.00
H 5.228 2.341 3.048 0.016 0.032 0.007 0.00
H 4.262 3.240 1.871 0.012 0.013 0.008 0.00
H 5.830 2.589 1.404 0.012 0.032 0.020 0.00
H 3.959 1.792 -0.451 0.005 0.000 -0.019 0.00
H 3.480 0.321 -2.247 0.013 0.001 0.022 0.00
H 1.786 0.284 -1.756 -0.007 -0.025 -0.079 0.00
H 2.665 -1.221 -2.007 -0.022 -0.020 -0.166 0.00